{
  "formula": "C42H38CdF3GeN4O",
  "method": "the ωB97M-V functional and the def2-TZVPD basis",
  "largest_force_ev_per_a": 0.84,
  "homo_lumo_gap_ha": [0.2797, 0.1995],
  "de_lowest_kcal_mol": 6.8,
  "s2": 0.755,
  "multiplicity": 2,
  "symbols": ["Cd", "C", "N", "C", "C", "C", "C", "C", "C", "C", "C", "H", "H", "H", "H", "H", "H", "H", "H", "H", "H", "H", "H", "O", "C", "C", "C", "C", "C", "C", "C", "N", "C", "C", "N", "H", "H", "H", "H", "H", "H", "H", "F", "C", "F", "F", "C", "C", "C", "N", "C", "C", "H", "H", "H", "H", "C", "C", "C", "C", "C", "C", "Ge", "C", "C", "C", "C", "C", "C", "C", "C", "C", "C", "C", "C", "H", "H", "H", "H", "H", "H", "H", "H", "H", "H", "H", "H", "H", "H", "H"],
  "xyz": [[0.129967, 0.157391, -0.023161], [0.211509, -1.688240, 2.822459], [0.241029, -0.240379, 2.667717], [-0.698294, 0.385856, 3.581778], [1.596907, 0.260989, 2.911713], [2.602735, -0.141785, 1.851603], [3.912567, -0.409726, 2.237675], [4.874469, -0.700854, 1.282214], [4.515302, -0.723367, -0.059227], [3.198113, -0.475604, -0.425543], [2.206191, -0.186543, 0.516091], [0.482345, -1.981394, 3.849169], [0.923172, -2.141084, 2.133638], [-0.786516, -2.069910, 2.604077], [-0.424197, 0.209818, 4.634327], [-1.698246, -0.010754, 3.418092], [-0.718190, 1.463543, 3.412145], [1.948840, -0.076141, 3.903960], [1.537231, 1.351839, 2.963357], [4.184918, -0.389372, 3.286987], [5.893279, -0.908444, 1.581356], [5.260297, -0.944248, -0.813466], [2.936289, -0.520107, -1.478580], [-0.381049, 0.449317, -2.138475], [-0.487054, 1.462003, -2.944855], [-0.707712, 1.177797, -4.317067], [-0.865050, 2.164924, -5.258262], [-0.805607, 3.507892, -4.887022], [-0.571088, 3.812190, -3.564570], [-0.410849, 2.831997, -2.575692], [-0.130695, 3.270074, -1.205899], [0.212935, 2.537838, -0.159552], [0.425033, 3.405406, 0.884052], [0.209765, 4.680465, 0.474810], [-0.138258, 4.583079, -0.848594], [-0.730615, 0.131660, -4.594964], [-1.027278, 1.895284, -6.294449], [-0.918883, 4.294785, -5.619569], [-0.493505, 4.859579, -3.301935], [0.729120, 3.056285, 1.853808], [0.276234, 5.623911, 0.983140], [-0.390285, 5.348425, -1.446594], [0.614844, -7.328170, 1.068500], [0.257602, -6.961654, -0.175975], [1.131819, -7.542369, -1.018631], [-0.945587, -7.502745, -0.419267], [0.258707, -5.462887, -0.333136], [-0.825008, -4.791142, -0.868091], [-0.735917, -3.410867, -0.997422], [0.327953, -2.705698, -0.624624], [1.366860, -3.368399, -0.116925], [1.380817, -4.743716, 0.045942], [-1.716413, -5.313287, -1.183340], [-1.556366, -2.853520, -1.432668], [2.216050, -2.762751, 0.173885], [2.249292, -5.234926, 0.461955], [-3.830857, 4.541975, -1.002892], [-3.215098, 4.204039, 0.195334], [-2.857563, 2.888373, 0.439713], [-3.128987, 1.887903, -0.494569], [-3.743449, 2.241923, -1.694625], [-4.090195, 3.562596, -1.947844], [-2.634874, 0.042580, -0.151626], [-3.352781, -1.141636, -1.525476], [-2.954517, -1.054169, -2.860019], [-3.494824, -1.900566, -3.817059], [-4.434780, -2.854563, -3.456728], [-4.845036, -2.951010, -2.136398], [-4.308834, -2.100350, -1.178610], [-3.322273, -0.565355, 1.570666], [-4.131816, 0.253122, 2.359434], [-4.615362, -0.196940, 3.581368], [-4.291742, -1.466838, 4.033477], [-3.490102, -2.293350, 3.258610], [-3.008481, -1.842375, 2.038662], [-4.107119, 5.570141, -1.199372], [-3.001343, 4.966877, 0.933025], [-2.351402, 2.644389, 1.366841], [-3.953468, 1.488267, -2.441978], [-4.561322, 3.823969, -2.886190], [-2.198213, -0.340236, -3.149878], [-3.171608, -1.817919, -4.846499], [-4.850005, -3.518792, -4.203195], [-5.586685, -3.685207, -1.849332], [-4.652554, -2.183097, -0.157796], [-4.400656, 1.243535, 2.017858], [-5.246037, 0.447447, 4.180182], [-4.666149, -1.813935, 4.987112], [-3.235366, -3.285841, 3.606477], [-2.375132, -2.496018, 1.447629]],
  "forces_ev_per_angstrom": [[0.832, 0.108, -0.005], [0.045, -0.112, 0.023], [0.065, 0.047, -0.032], [-0.060, 0.039, 0.122], [0.024, -0.103, 0.105], [-0.150, 0.043, 0.084], [0.017, 0.003, -0.055], [-0.021, 0.001, -0.037], [0.044, -0.025, 0.055], [-0.034, 0.005, 0.005], [0.116, -0.062, -0.081], [0.003, -0.008, 0.002], [-0.014, 0.019, 0.060], [0.299, 0.087, 0.105], [0.015, -0.005, -0.012], [0.047, 0.030, 0.055], [-0.007, 0.036, -0.011], [-0.068, 0.021, -0.060], [-0.002, 0.012, -0.030], [0.002, 0.005, 0.058], [0.037, -0.006, 0.006], [0.020, -0.003, -0.033], [0.008, 0.002, -0.018], [-0.063, -0.038, 0.040], [-0.036, -0.011, 0.036], [0.002, 0.098, -0.030], [-0.014, -0.044, -0.041], [0.004, 0.035, 0.040], [-0.017, -0.042, -0.045], [0.034, 0.064, 0.055], [0.019, -0.023, -0.189], [-0.173, 0.030, 0.048], [-0.001, 0.038, -0.021], [-0.010, -0.004, 0.033], [0.055, -0.048, -0.016], [0.037, 0.001, -0.045], [0.000, -0.002, -0.023], [-0.003, 0.004, -0.002], [-0.004, 0.033, -0.015], [0.026, -0.019, 0.067], [0.015, 0.040, 0.036], [-0.003, -0.030, 0.045], [0.001, 0.047, -0.026], [-0.004, -0.053, -0.008], [-0.016, 0.045, 0.024], [0.005, 0.053, -0.003], [-0.030, -0.053, 0.007], [0.034, -0.012, -0.011], [-0.027, -0.054, -0.093], [-0.172, 0.007, 0.026], [-0.001, -0.021, 0.007], [0.037, 0.023, -0.015], [-0.013, -0.013, 0.000], [0.006, -0.015, 0.023], [0.044, 0.003, 0.018], [0.013, -0.016, 0.010], [-0.002, 0.043, -0.001], [-0.001, -0.016, 0.012], [-0.067, -0.009, 0.067], [-0.026, 0.038, -0.022], [0.025, 0.028, 0.005], [0.002, -0.034, -0.023], [-0.366, -0.025, -0.234], [-0.069, -0.072, 0.004], [0.019, 0.019, -0.056], [0.019, 0.010, 0.018], [-0.021, -0.038, -0.043], [0.008, 0.014, 0.056], [0.007, 0.044, -0.054], [-0.046, 0.011, 0.044], [-0.031, -0.092, 0.018], [0.013, 0.073, -0.033], [0.012, -0.035, 0.034], [-0.015, 0.005, -0.041], [-0.206, -0.013, -0.081], [-0.010, 0.019, -0.001], [-0.001, 0.008, 0.019], [-0.001, -0.023, 0.027], [-0.003, -0.046, -0.032], [-0.004, -0.001, -0.020], [-0.084, -0.051, 0.092], [0.006, 0.005, -0.032], [-0.008, -0.015, -0.019], [-0.009, -0.011, 0.011], [-0.002, -0.008, 0.123], [0.004, 0.064, -0.033], [-0.008, 0.005, 0.006], [-0.006, -0.012, 0.023], [0.006, -0.029, 0.014], [-0.097, -0.010, -0.086]]
}